[1]
Here is a molecular structure, C39H30ClNO6P2Pd in a non-equilibrium geometry from the OMol25 dataset. Energies are from ωB97M-V/def2-TZVPD.

Structure (XYZ):
```
80
Properties=species:S:1:pos:R:3
Pd 1.88 0.73 -0.29
O 6.13 1.35 -1.85
C 4.77 1.42 -1.72
O 4.07 0.51 -2.13
C 4.26 2.61 -1.08
C 5.07 3.64 -0.58
C 4.46 4.74 -0.03
C 3.06 4.79 0.01
C 2.33 3.70 -0.43
N 2.91 2.62 -0.97
C 0.79 3.68 -0.37
O 0.20 4.75 -0.55
O 0.29 2.56 -0.12
H 6.34 0.46 -2.16
H 6.14 3.55 -0.64
H 5.04 5.57 0.35
H 2.54 5.66 0.37
C -1.39 -1.62 -0.85
P -0.45 -0.01 -0.58
C -1.73 0.79 0.45
C -2.82 1.50 -0.03
C -3.77 2.01 0.84
C -3.64 1.81 2.21
C -2.53 1.14 2.70
C -1.58 0.64 1.82
C -0.72 0.57 -2.31
C -1.90 0.46 -3.05
C -1.94 0.81 -4.38
C -0.80 1.31 -5.00
C 0.37 1.43 -4.28
C 0.42 1.05 -2.96
P -1.32 -2.83 0.55
C -2.40 -4.10 -0.22
C -3.43 -4.72 0.49
C -4.19 -5.72 -0.08
C -3.94 -6.14 -1.38
C -2.90 -5.56 -2.09
C -2.13 -4.56 -1.51
C -2.58 -2.16 1.71
C -2.27 -2.23 3.06
C -3.20 -1.86 4.02
C -4.45 -1.42 3.64
C -4.76 -1.31 2.29
C -3.84 -1.69 1.33
H -0.87 -2.10 -1.68
H -2.44 -1.44 -1.13
H -2.92 1.70 -1.09
H -4.62 2.57 0.47
H -4.38 2.20 2.88
H -2.40 1.00 3.76
H -0.70 0.14 2.20
H -2.81 0.08 -2.60
H -2.85 0.69 -4.95
H -0.84 1.60 -6.05
H 1.26 1.82 -4.76
H 1.36 1.08 -2.38
H -3.63 -4.41 1.51
H -5.00 -6.17 0.48
H -4.55 -6.91 -1.84
H -2.68 -5.88 -3.10
H -1.31 -4.13 -2.07
H -1.29 -2.58 3.35
H -2.95 -1.93 5.07
H -5.18 -1.14 4.39
H -5.73 -0.95 1.99
H -4.10 -1.62 0.28
Cl 5.83 3.55 2.70
C 5.15 2.07 2.08
C 3.80 1.84 2.24
C 3.24 0.65 1.77
C 4.09 -0.32 1.21
C 5.45 -0.06 1.07
C 6.00 1.15 1.50
C 3.53 -1.68 0.71
O 4.08 -2.69 1.14
O 2.58 -1.58 -0.08
H 3.18 2.59 2.72
H 2.20 0.39 2.03
H 6.08 -0.81 0.63
H 7.05 1.36 1.36
```

total charge	-2
HOMO level (alpha / beta)	0.12 / 0.12	eV
multiplicity	1
Kohn-Sham gap (alpha / beta)	0.148 / 0.148	Ha
energy	-89286.623	eV

Mulliken atomic charge list, values in e, 6 entries:
1. Pd -0.88
2. O -0.52
3. C 0.24
4. O -0.48
5. C 0.50
6. C -0.91

=====

[2]
Here is a molecular structure, C39H30F3N7S2ScSe from the OMol25 dataset. Energies are from ωB97M-V/def2-TZVPD.

Structure (XYZ):
```
83
Properties=species:S:1:pos:R:3
Sc 0.19 0.00 0.77
C 2.26 1.83 6.26
S 3.36 1.56 4.86
C 2.22 1.10 3.58
S 3.10 0.35 2.26
N 0.98 1.32 3.74
N 0.06 0.88 2.81
C -1.16 0.79 3.35
C -2.24 0.26 2.63
C -3.52 0.08 3.21
C -4.52 -0.50 2.48
C -4.26 -0.90 1.14
C -3.01 -0.67 0.63
N -2.01 -0.13 1.34
H 2.80 2.45 6.98
H 2.00 0.88 6.73
H 1.37 2.34 5.92
H -1.30 1.08 4.39
H -3.68 0.40 4.23
H -5.49 -0.66 2.91
H -5.02 -1.36 0.53
H -2.78 -0.94 -0.40
Se -3.89 -6.54 1.00
N -2.98 -5.65 2.27
C -2.25 -4.77 1.63
C -1.34 -3.84 2.29
C -1.15 -3.83 3.67
C -0.26 -2.94 4.24
C 0.41 -2.04 3.40
N 0.25 -2.00 2.10
C -0.60 -2.91 1.51
C -0.72 -2.88 0.11
N -0.02 -1.91 -0.57
C -0.05 -1.90 -1.89
C -0.78 -2.83 -2.64
C -1.55 -3.76 -1.97
C -1.55 -3.81 -0.58
C -2.35 -4.75 0.18
N -3.17 -5.62 -0.37
H -1.72 -4.53 4.27
H -0.09 -2.92 5.31
H 1.10 -1.32 3.82
H 0.51 -1.11 -2.38
H -0.77 -2.78 -3.72
H -2.17 -4.47 -2.51
F -3.52 6.62 -5.40
C -3.07 5.44 -5.86
F -4.09 4.86 -6.53
F -2.13 5.71 -6.79
C -2.55 4.56 -4.77
C -2.07 3.30 -5.11
C -1.58 2.46 -4.12
C -1.55 2.87 -2.78
C -2.03 4.14 -2.47
C -2.53 4.98 -3.45
C -1.03 2.00 -1.76
C -0.55 1.26 -0.92
H -2.09 2.97 -6.14
H -1.21 1.48 -4.37
H -2.01 4.47 -1.43
H -2.90 5.97 -3.20
C 4.61 1.88 0.11
C 3.29 1.25 -0.37
C 2.67 2.22 -1.39
C 2.26 1.07 0.77
C 3.61 -0.07 -1.07
C 4.45 -0.09 -2.19
C 4.74 -1.27 -2.86
C 4.19 -2.48 -2.42
C 3.37 -2.48 -1.31
C 3.09 -1.29 -0.64
H 4.40 2.74 0.77
H 5.20 2.24 -0.74
H 5.23 1.18 0.67
H 2.45 3.18 -0.90
H 1.74 1.84 -1.79
H 3.36 2.41 -2.21
H 2.01 2.08 1.11
H 4.88 0.83 -2.55
H 5.38 -1.25 -3.73
H 4.41 -3.40 -2.95
H 2.93 -3.41 -0.95
H 2.46 -1.33 0.23
```

total charge	-1
HOMO level (alpha / beta)	-3.52 / -2.68	eV
multiplicity	1
Kohn-Sham gap (alpha / beta)	0.211 / 0.165	Ha
energy	-167233.152	eV

Mulliken atomic charge list, values in e, 6 entries:
1. Sc -1.33
2. C -0.82
3. S -0.05
4. C 0.53
5. S -0.29
6. N -1.14

=====

[3]
Here is a molecular structure, C39H31AsClF10FeN5O4S in a non-equilibrium geometry from the OMol25 dataset. Energies are from ωB97M-V/def2-TZVPD.

Structure (XYZ):
```
93
Properties=species:S:1:pos:R:3
Fe 0.56 0.20 -0.34
C -0.59 -2.35 -2.22
N 0.60 -1.67 -1.78
C 1.38 -2.53 -0.90
C 2.85 -2.04 -0.63
N 2.63 -0.67 -0.24
C 3.65 0.00 0.53
C 3.42 1.26 1.23
F 2.14 1.73 1.21
C 4.41 2.04 1.80
F 4.06 3.16 2.47
C 5.76 1.66 1.68
F 6.77 2.26 2.29
C 5.97 0.52 1.00
F 7.20 -0.06 1.03
C 5.00 -0.35 0.45
F 5.43 -1.38 -0.29
C 1.32 -1.30 -3.05
C 0.76 0.14 -3.41
N 0.92 1.00 -2.22
C 1.90 2.02 -2.06
C 3.30 1.81 -2.23
F 3.88 0.73 -2.73
C 4.20 2.69 -1.68
F 5.50 2.26 -1.75
C 3.67 3.84 -1.05
F 4.58 4.66 -0.39
C 2.31 4.14 -1.03
F 1.92 5.24 -0.39
C 1.42 3.26 -1.67
F 0.13 3.48 -1.63
H -0.30 -3.26 -2.69
H -1.29 -1.80 -2.86
H -1.32 -2.66 -1.50
H 1.38 -3.57 -1.35
H 0.69 -2.31 0.47
H 3.17 -2.02 -1.53
H 3.54 -2.80 -0.14
H 1.36 -2.09 -3.75
H 2.36 -1.07 -2.75
H -0.27 -0.03 -3.72
H 1.54 0.42 -4.19
S -1.38 1.52 -0.13
C -1.89 1.73 1.45
C -2.96 2.52 1.76
C -3.60 2.59 2.95
C -3.19 1.78 4.03
C -2.04 1.10 3.84
C -1.37 0.96 2.59
As -0.02 -0.31 2.05
C -0.49 -2.15 2.72
C -0.45 -2.35 3.97
C -0.97 -3.78 4.19
C -1.72 -4.47 3.32
C -2.08 -3.82 2.00
C -1.19 -2.73 1.59
C 1.57 0.05 3.35
C 2.69 -0.72 3.42
C 3.83 -0.64 4.18
C 3.66 0.62 4.96
C 2.72 1.57 4.82
C 1.61 1.33 4.01
H -3.23 3.39 1.15
H -4.34 3.29 3.27
H -3.66 1.83 4.88
H -1.34 0.64 4.52
H -0.97 -1.60 4.60
H -1.07 -4.13 5.20
H -2.02 -5.47 3.25
H -2.51 -4.90 1.08
H -1.77 -2.29 0.86
H 2.35 -1.24 2.37
H 4.70 -1.40 4.44
H 4.65 1.18 5.52
H 2.71 2.50 5.28
H 0.89 1.96 3.63
C -4.05 2.85 -2.33
N -4.33 1.42 -2.28
C -5.56 0.80 -2.21
C -5.28 -0.51 -2.39
N -3.96 -0.70 -2.65
C -3.40 0.52 -2.56
H -5.13 3.42 -1.64
H -4.20 3.23 -3.37
H -3.07 2.90 -1.97
H -6.45 1.43 -2.02
H -5.94 -1.41 -2.41
H -2.45 0.75 -2.54
O -7.27 -3.90 -7.14
Cl -8.27 -3.57 -8.13
O -9.45 -2.92 -7.57
O -7.57 -2.66 -9.05
O -8.65 -4.78 -8.82
```

total charge	-2
HOMO level (alpha / beta)	-3.09 / -3.33	eV
multiplicity	5
Kohn-Sham gap (alpha / beta)	0.215 / 0.224	Ha
energy	-202322.184	eV

Mulliken atomic charge list, values in e, 6 entries:
1. Fe 0.76
2. C -1.31
3. N 0.89
4. C -0.61
5. C -2.25
6. N 2.07

=====

[4]
Here is a molecular structure, C39H31BrN4O4W from the OMol25 dataset. Energies are from ωB97M-V/def2-TZVPD.

Structure (XYZ):
```
80
Properties=species:S:1:pos:R:3
W 0.32 -0.09 0.38
C 0.09 -2.08 -2.69
C -1.32 -2.36 -2.22
C -2.16 -2.93 -3.18
C -3.46 -3.29 -2.91
C -3.97 -3.08 -1.64
C -3.20 -2.52 -0.64
C -3.80 -2.29 0.72
C -1.87 -2.15 -0.94
N -1.22 -1.49 0.19
C -0.92 -2.20 1.27
O -0.46 -3.43 1.22
C -1.03 -1.45 2.57
C -1.57 -1.69 3.82
C -1.71 -0.57 4.65
C -1.40 0.72 4.22
C -0.87 0.86 2.95
N -0.65 -0.23 2.25
C -0.60 2.04 2.04
O -0.27 3.12 2.43
N -0.77 1.61 0.69
C -1.37 2.50 -0.25
C -1.19 2.24 -1.61
C -0.64 0.96 -2.15
C -1.65 3.15 -2.56
C -2.33 4.29 -2.17
C -2.64 4.46 -0.83
C -2.22 3.56 0.15
C -2.80 3.74 1.53
H 0.56 -3.02 -2.98
H 0.75 -1.59 -1.98
H 0.07 -1.46 -3.59
H -1.75 -3.10 -4.17
H -4.08 -3.73 -3.68
H -5.00 -3.35 -1.42
H -4.87 -2.49 0.69
H -3.67 -1.26 1.06
H -3.38 -2.96 1.47
H -1.89 -2.67 4.14
H -2.13 -0.71 5.63
H -1.59 1.59 4.84
H -0.59 0.11 -1.42
H 0.33 1.02 -2.62
H -1.34 0.52 -2.86
H -1.50 2.94 -3.61
H -2.67 5.01 -2.90
H -3.26 5.29 -0.53
H -2.94 2.79 2.04
H -3.78 4.21 1.43
H -2.18 4.38 2.17
O 3.06 0.88 -2.47
C 2.56 1.26 -1.46
O 1.82 0.39 -0.71
C 2.65 2.66 -0.94
C 3.36 3.58 -1.69
C 3.40 4.89 -1.24
C 2.72 5.22 -0.08
C 2.02 4.22 0.59
N 1.99 2.95 0.18
H 3.86 3.27 -2.59
H 3.95 5.65 -1.79
H 2.71 6.23 0.30
H 1.47 4.44 1.49
Br 2.35 0.24 2.13
C 3.43 -1.08 1.28
C 4.79 -1.04 1.40
C 5.50 -2.16 0.95
C 4.85 -3.30 0.52
C 3.46 -3.34 0.44
C 2.76 -4.60 0.24
C 1.43 -4.65 0.30
C 0.64 -3.40 0.23
C 1.35 -2.05 0.41
C 2.72 -2.16 0.70
H 5.30 -0.21 1.86
H 6.58 -2.15 1.02
H 5.43 -4.19 0.28
H 3.35 -5.50 0.14
H 0.88 -5.59 0.27
H 0.19 -3.40 -0.77
```

total charge	+2
HOMO level	-13.31	eV
multiplicity	1
Kohn-Sham gap	0.210	Ha
energy	-126947.989	eV

Mulliken atomic charge list, values in e, 6 entries:
1. W -0.41
2. C -1.81
3. C 0.87
4. C -1.12
5. C -1.10
6. C -0.99

=====

[5]
Here is a molecular structure, C39H31Cl2N6O4PSSrTe from the OMol25 dataset. Energies are from ωB97M-V/def2-TZVPD.

Structure (XYZ):
```
86
Properties=species:S:1:pos:R:3
Sr 0.20 -0.30 -0.35
C 2.38 -0.78 3.83
C 1.86 -1.99 4.36
C 0.80 -2.59 3.76
C 0.16 -1.96 2.63
N 0.86 -0.98 1.97
C 1.86 -0.38 2.62
C -0.87 -2.69 1.85
C -1.36 -3.94 2.29
C -2.29 -4.60 1.54
C -2.73 -4.05 0.33
C -2.12 -2.89 -0.09
N -1.18 -2.25 0.62
H 3.20 -0.25 4.29
H 2.30 -2.44 5.24
H 0.38 -3.48 4.19
H 2.31 0.47 2.10
H -1.06 -4.35 3.24
H -2.70 -5.55 1.89
H -3.48 -4.52 -0.28
H -2.37 -2.43 -1.04
C 3.48 2.76 -0.01
C 3.81 1.37 -0.43
N 2.93 0.42 -0.68
C 3.66 -0.69 -1.03
C 5.00 -0.41 -0.98
N 5.07 0.91 -0.60
C 6.24 -1.16 -1.22
O 6.09 -2.40 -1.60
O 7.31 -0.59 -1.18
C 2.95 -1.98 -1.38
O 3.67 -2.97 -1.66
O 1.71 -1.92 -1.37
H 2.57 2.75 0.58
H 3.30 3.40 -0.88
H 4.28 3.19 0.58
H 5.94 1.40 -0.46
H 5.08 -2.67 -1.61
Cl -0.60 -1.14 -3.32
C -1.80 -0.13 -4.10
C -1.94 -0.29 -5.46
C -2.85 0.48 -6.17
C -3.60 1.42 -5.47
C -3.44 1.56 -4.10
Cl -4.42 2.77 -3.33
C -2.54 0.79 -3.32
S -2.40 1.00 -1.62
H -1.32 -1.03 -5.96
H -2.97 0.36 -7.23
H -4.32 2.05 -5.98
N -0.14 3.77 0.32
P -0.48 2.49 1.45
C -2.15 3.03 1.96
C -2.36 4.26 2.59
C -3.65 4.67 2.89
C -4.73 3.85 2.59
C -4.52 2.62 1.98
C -3.23 2.20 1.68
C 0.52 3.06 2.87
C 1.45 4.10 2.81
C 2.22 4.43 3.92
C 2.08 3.71 5.10
C 1.16 2.66 5.16
C 0.39 2.33 4.06
C 0.11 3.59 -1.02
C -0.08 4.67 -1.91
C 0.18 4.49 -3.24
C 0.64 3.25 -3.69
C 0.80 2.26 -2.75
N 0.55 2.41 -1.45
H -0.53 4.67 0.54
H -1.51 4.88 2.85
H -3.81 5.62 3.39
H -5.73 4.17 2.83
H -5.35 1.97 1.76
H -3.07 1.23 1.24
H 1.57 4.66 1.89
H 2.93 5.24 3.85
H 2.68 3.96 5.96
H 1.06 2.08 6.07
H -0.30 1.49 4.11
H -0.46 5.61 -1.53
H 0.01 5.30 -3.94
H 0.84 3.06 -4.73
H 1.15 1.27 -3.05
Te -1.98 -0.74 3.76
```

total charge	-2
HOMO level (alpha / beta)	-0.13 / -0.13	eV
multiplicity	1
Kohn-Sham gap (alpha / beta)	0.147 / 0.147	Ha
energy	-111382.776	eV

Mulliken atomic charge list, values in e, 6 entries:
1. Sr 1.59
2. C -1.25
3. C -0.65
4. C -0.75
5. C -0.27
6. N 1.02